Entry 1:
10 unconnected molecules or ions with the total composition C38H69NO11. Source: OMol25; level of theory: ωB97M-V with the def2-TZVPD basis set.

Results
- SMILES string: CO[C@H](CN)CC(=O)c1ccccc1.CC(C)=O.CC(C)=O.CC(C)=O.CC(C)=O.CC(C)=O.CC(C)=O.CC(C)=O.CC(C)=O.CC(C)=O
- 2S+1: 1
- LUMO: 0.702 eV
- Electronic energy: -64534.85809 eV
- HOMO-LUMO gap: 9.0 eV

Last column: Mulliken charge in e.
Cartesian coordinates (Å):
C: 3.081 0.676 1.878  -0.613
O: 2.318 0.875 0.699  -0.425
C: 2.496 2.148 0.071  1.509
C: 3.704 3.026 0.571  -1.104
N: 3.414 3.816 1.810  -0.425
C: 1.214 3.071 0.048  -0.837
C: 0.059 2.658 1.006  0.264
O: 0.157 2.138 2.091  -0.545
C: -1.401 3.020 0.514  0.365
C: -1.786 4.428 0.713  -0.345
C: -3.101 4.859 0.247  -0.559
C: -3.944 3.855 -0.389  -0.401
C: -3.579 2.463 -0.580  -0.420
C: -2.262 2.033 -0.115  -0.298
H: 2.824 1.433 2.674  0.284
H: 2.774 -0.315 2.323  0.297
H: 4.192 0.589 1.714  0.158
H: 2.727 1.924 -1.011  -0.596
H: 4.685 2.482 0.624  0.443
H: 3.858 3.807 -0.234  0.346
H: 4.156 3.594 2.477  0.237
H: 3.418 4.810 1.588  0.227
H: 1.429 4.160 0.242  0.389
H: 0.786 3.046 -0.996  0.325
H: -1.057 5.131 1.185  0.352
H: -3.361 5.930 0.373  0.346
H: -4.939 4.182 -0.760  0.324
H: -4.228 1.701 -1.097  0.417
H: -1.850 1.004 -0.223  0.384
C: 4.566 1.412 -5.092  -1.121
C: 3.489 1.119 -4.079  0.788
O: 3.198 1.923 -3.218  -0.570
C: 2.792 -0.210 -4.181  -0.955
H: 4.982 2.402 -4.901  0.338
H: 5.365 0.673 -5.009  0.284
H: 4.144 1.398 -6.099  0.335
H: 3.512 -1.016 -4.059  0.277
H: 2.293 -0.296 -5.147  0.321
H: 2.043 -0.286 -3.391  0.281
C: -7.381 -0.896 0.759  -0.800
C: -7.106 0.230 -0.199  0.872
O: -6.128 0.224 -0.920  -0.575
C: -8.092 1.370 -0.229  -1.172
H: -6.595 -1.642 0.674  0.195
H: -7.397 -0.517 1.783  0.410
H: -8.336 -1.365 0.516  0.135
H: -8.139 1.847 0.752  0.315
H: -9.079 0.999 -0.515  0.336
H: -7.769 2.109 -0.963  0.312
C: 6.039 -1.572 -0.254  -0.747
C: 7.527 -1.813 -0.230  0.794
O: 8.098 -2.327 -1.168  -0.582
C: 8.276 -1.388 1.007  -0.887
H: 5.631 -1.925 -1.201  0.259
H: 5.560 -2.119 0.560  0.344
H: 5.834 -0.503 -0.161  0.067
H: 7.896 -1.928 1.876  0.335
H: 8.169 -0.312 1.156  0.306
H: 9.335 -1.622 0.886  0.117
C: 4.498 8.463 1.810  -1.073
C: 4.131 7.855 0.481  0.739
O: 3.754 6.706 0.396  -0.472
C: 4.250 8.732 -0.738  -1.099
H: 4.365 7.720 2.596  0.253
H: 5.543 8.778 1.799  0.336
H: 3.851 9.317 2.020  0.333
H: 5.284 9.059 -0.862  0.327
H: 3.592 9.597 -0.640  0.330
H: 3.954 8.165 -1.621  0.279
C: -5.934 -4.267 -1.634  -1.051
C: -7.009 -4.578 -0.623  0.795
O: -7.306 -3.786 0.244  -0.471
C: -7.698 -5.914 -0.735  -1.084
H: -5.526 -3.275 -1.434  0.219
H: -5.128 -4.999 -1.558  0.346
H: -6.356 -4.275 -2.640  0.331
H: -6.970 -6.720 -0.619  0.327
H: -8.198 -5.996 -1.702  0.338
H: -8.446 -6.002 0.054  0.228
C: 5.609 -2.935 -7.452  -1.062
C: 4.532 -3.234 -6.442  0.747
O: 4.236 -2.433 -5.581  -0.485
C: 3.836 -4.566 -6.546  -1.105
H: 6.022 -1.945 -7.259  0.248
H: 6.411 -3.671 -7.369  0.336
H: 5.189 -2.949 -8.460  0.336
H: 4.560 -5.374 -6.423  0.334
H: 3.338 -4.652 -7.513  0.334
H: 3.087 -4.645 -5.758  0.277
C: -11.131 -3.593 2.941  -0.712
C: -11.132 -2.247 2.269  0.897
O: -10.603 -2.079 1.191  -0.575
C: -11.817 -1.116 2.992  -1.051
H: -10.605 -4.312 2.311  0.178
H: -10.617 -3.526 3.901  0.086
H: -12.156 -3.938 3.086  0.340
H: -11.333 -0.945 3.955  0.218
H: -12.872 -1.352 3.138  0.343
H: -11.741 -0.207 2.394  0.305
C: -8.331 -0.991 6.239  -1.092
C: -9.152 -2.238 6.440  0.871
O: -10.214 -2.393 5.874  -0.552
C: -8.602 -3.286 7.373  -1.166
H: -8.847 -0.327 5.545  0.240
H: -8.202 -0.473 7.191  0.357
H: -7.358 -1.251 5.818  0.330
H: -8.485 -2.868 8.374  0.345
H: -7.641 -3.646 7.002  0.322
H: -9.295 -4.126 7.422  0.311
C: 12.252 -3.879 -0.286  -1.072
C: 12.671 -2.821 0.702  0.843
O: 11.957 -2.507 1.629  -0.550
C: 14.013 -2.169 0.490  -1.112
H: 11.268 -4.260 -0.012  0.279
H: 12.194 -3.451 -1.288  0.310
H: 12.965 -4.706 -0.271  0.362
H: 14.034 -1.665 -0.478  0.320
H: 14.804 -2.920 0.540  0.329
H: 14.184 -1.430 1.273  0.297


Entry 2:
A molecular structure, C38H71BBeCaCl7F2IN2O16SV. Source: OMol25; level of theory: ωB97M-V with the def2-TZVPD basis set.

Results
- ΔE to the lowest compared entry with this formula, charge and spin: 0.0 kcal/mol
- 2S+1: 1
- Total charge: +1
- LUMO: -7.651 eV
- Electronic energy: -233502.38000 eV
- HOMO-LUMO gap: 1.0 eV

Last column: Mulliken charge in e.
Cartesian coordinates (Å):
C: -10.680 0.140 -3.320  -1.286
C: -9.672 0.093 -4.471  -0.386
C: -8.647 1.207 -4.311  -0.365
C: -7.439 1.070 -5.281  -1.364
C: -6.181 0.912 -4.473  -0.816
C: -4.879 0.879 -5.274  -0.130
C: -4.531 -0.586 -5.546  -0.995
C: -3.032 -0.858 -5.652  -1.665
C: -2.407 -1.110 -4.267  0.663
C: -0.865 -1.148 -4.354  -1.183
C: -0.261 -2.261 -3.488  0.038
C: 0.209 -1.785 -2.126  -0.420
C: 0.468 -2.943 -1.165  -0.606
C: 0.504 -2.481 0.320  -0.661
C: 1.871 -2.796 0.934  -1.456
C: 3.004 -1.880 0.478  -0.848
C: 2.926 -0.461 1.014  -0.257
C: 2.830 -0.363 2.538  -1.464
C: 4.013 -0.937 3.328  -1.075
C: 5.043 0.050 3.903  -1.628
C: 6.104 0.705 2.995  2.503
C: 7.329 0.914 3.985  -1.835
S: 8.551 2.133 3.630  1.118
O: 8.079 3.481 3.968  -0.608
O: 9.704 1.810 4.406  -0.555
C: 6.779 -0.288 1.869  -0.050
O: 8.015 -0.271 1.879  -0.629
O: 5.985 -0.875 1.109  -0.391
N: 5.818 1.967 2.398  -0.490
I: 6.438 2.212 0.354  0.672
C: 4.432 2.455 2.554  -0.472
C: 4.281 3.935 2.107  -0.602
C: 3.318 4.635 3.049  -0.802
O: 1.987 4.268 2.776  -0.191
C: 1.103 5.164 3.426  -0.871
H: -11.372 0.959 -3.479  0.378
H: -10.145 0.362 -2.400  0.273
H: -11.212 -0.792 -3.197  0.366
H: -9.139 -0.856 -4.445  0.360
H: -10.174 0.182 -5.426  0.321
H: -8.274 1.180 -3.270  -0.067
H: -9.132 2.168 -4.444  0.423
H: -7.385 1.965 -5.886  0.401
H: -7.610 0.203 -5.909  0.531
H: -6.132 1.819 -3.793  0.542
H: -6.270 -0.069 -3.912  0.413
H: -4.062 1.438 -4.821  0.458
H: -5.061 1.327 -6.256  0.369
H: -4.979 -1.257 -4.814  0.769
H: -5.041 -0.800 -6.531  0.152
H: -2.466 -0.051 -6.117  0.509
H: -2.845 -1.764 -6.236  0.690
H: -2.696 -0.304 -3.577  -0.299
H: -2.780 -2.043 -3.855  -0.021
H: -0.528 -0.199 -3.938  0.242
H: -0.523 -1.223 -5.379  0.701
H: -0.983 -3.053 -3.364  -0.088
H: 0.564 -2.675 -4.058  0.153
H: -0.570 -1.148 -1.695  0.148
H: 1.105 -1.178 -2.234  0.160
H: -0.257 -3.738 -1.294  0.554
H: 1.450 -3.343 -1.389  0.292
H: -0.223 -3.090 0.848  0.467
H: 0.275 -1.426 0.388  0.267
H: 1.831 -2.867 2.017  0.464
H: 2.135 -3.798 0.607  0.534
H: 2.941 -1.819 -0.607  0.486
H: 3.947 -2.369 0.694  0.348
H: 2.006 -0.026 0.626  0.397
H: 3.753 0.150 0.662  0.273
H: 2.563 0.635 2.860  0.585
H: 1.970 -0.969 2.808  0.808
H: 3.563 -1.393 4.208  0.550
H: 4.474 -1.768 2.815  0.648
H: 5.622 -0.543 4.606  0.693
H: 4.504 0.759 4.521  0.299
H: 7.793 -0.037 4.191  0.470
H: 6.875 1.256 4.913  0.655
H: 8.904 1.991 2.330  0.153
H: 3.820 1.904 1.857  -0.283
H: 4.074 2.416 3.569  0.679
H: 5.216 4.465 2.204  0.487
H: 3.851 4.014 1.116  0.496
H: 3.596 4.491 4.102  0.179
H: 3.420 5.709 2.865  0.516
H: 0.098 4.764 3.418  0.207
H: 1.109 6.115 2.892  0.360
H: 1.423 5.360 4.445  0.327
O: 6.014 1.791 -4.936  -0.758
V: 6.149 2.183 -3.362  1.469
O: 6.281 2.633 -1.611  -0.993
Be: -3.919 -0.282 -7.821  0.161
C: 1.299 -5.571 -7.127  -0.989
C: 1.081 -4.490 -6.029  0.663
O: 0.673 -3.381 -6.437  -0.659
O: 1.337 -4.865 -4.869  -0.626
H: 1.057 -5.177 -8.111  0.312
H: 2.339 -5.890 -7.116  0.293
H: 0.663 -6.430 -6.919  0.207
C: -1.367 2.976 -0.975  -0.124
Cl: -0.055 2.459 -1.979  -0.020
Cl: -2.729 1.757 -1.061  -0.177
Cl: -0.898 3.199 0.686  -0.047
H: -1.757 3.906 -1.365  0.338
C: -3.761 -5.001 -4.754  -0.175
Cl: -4.207 -3.762 -5.942  -0.079
Cl: -2.030 -5.151 -4.720  0.009
Cl: -4.414 -4.589 -3.152  -0.160
H: -4.197 -5.942 -5.063  0.468
Cl: 6.102 4.127 4.821  0.187
C: -12.499 -2.288 1.472  -1.040
C: -11.744 -3.122 0.454  -0.322
O: -10.779 -2.389 -0.293  -0.407
C: -9.751 -1.779 0.448  0.054
C: -8.898 -2.751 1.248  -1.177
H: -12.998 -1.450 0.984  0.287
H: -13.250 -2.898 1.971  0.400
H: -11.841 -1.878 2.240  0.263
H: -12.442 -3.517 -0.282  0.337
H: -11.274 -3.988 0.931  0.307
H: -10.158 -0.993 1.096  0.341
H: -9.119 -1.274 -0.292  -0.057
H: -9.478 -3.271 2.008  0.293
H: -8.090 -2.220 1.755  0.385
H: -8.463 -3.507 0.592  0.343
B: 12.365 2.484 7.836  0.568
O: 12.472 0.990 8.036  -0.393
C: 13.104 0.452 7.034  0.611
O: 13.357 -0.704 6.874  -0.511
C: 13.485 1.605 6.033  0.669
O: 14.068 1.460 5.002  -0.517
O: 13.049 2.734 6.523  -0.374
F: 12.999 3.145 8.855  -0.307
F: 11.038 2.853 7.763  -0.340
C: 5.403 4.001 8.679  -0.713
N: 4.026 4.288 8.186  0.886
O: 3.174 4.560 8.993  -0.507
O: 3.849 4.229 6.982  -0.500
H: 5.404 4.092 9.757  0.318
H: 5.657 2.993 8.369  0.253
H: 6.070 4.725 8.222  0.278
Ca: -5.621 0.892 -2.164  1.578


Entry 3:
19 unconnected molecules or ions with the total composition C38H72BNO76S17. Source: OMol25; level of theory: ωB97M-V with the def2-TZVPD basis set.

Results
- ΔE to the lowest compared entry with this formula, charge and spin: 17.5 kcal/mol
- 2S+1: 1
- LUMO: -0.666 eV
- Electronic energy: -382528.45861 eV
- HOMO-LUMO gap: 9.5 eV

Last column: Mulliken charge in e.
Cartesian coordinates (Å):
N: -4.373 -3.327 0.229  1.283
H: -3.521 -3.569 -0.255  -0.314
H: -5.125 -3.041 -0.382  0.251
H: -4.071 -2.579 0.836  -0.231
H: -4.654 -4.092 0.826  0.526
O: -1.479 -2.867 -0.387  -0.676
C: -0.999 -1.796 0.002  0.084
O: 0.210 -1.323 -0.192  0.062
B: 0.373 -0.024 0.488  0.466
O: -1.012 0.310 0.959  -0.090
C: -1.807 -0.779 0.887  0.612
O: -2.917 -0.950 1.280  -0.649
O: 1.404 -0.013 1.516  -0.073
C: 2.356 0.884 1.162  0.970
O: 3.401 1.145 1.752  -0.474
C: 1.983 1.436 -0.145  -0.286
O: 0.803 0.942 -0.487  -0.489
O: 2.657 2.310 -0.759  -0.730
C: -7.101 4.202 -0.196  -0.522
C: -6.054 5.191 0.270  -0.336
O: -5.071 4.292 0.556  -0.226
S: -4.892 3.202 -0.679  0.873
O: -4.505 1.905 -0.097  -0.615
O: -4.101 3.642 -1.844  -0.381
O: -6.499 3.119 -0.856  -0.085
H: -7.911 4.519 -0.852  0.323
H: -7.420 3.669 0.700  0.288
H: -6.450 5.629 1.186  0.315
H: -5.868 5.990 -0.448  0.327
C: -2.511 -0.121 -3.050  0.784
C: -3.779 -0.399 -2.124  0.127
O: -3.902 -1.820 -2.184  0.445
S: -3.599 -2.316 -3.724  0.849
O: -4.782 -1.962 -4.429  -0.581
O: -3.111 -3.697 -3.855  -0.508
O: -2.410 -1.274 -3.858  -0.073
H: -1.764 -0.319 -2.282  -0.202
H: -2.355 0.775 -3.651  -0.100
H: -4.748 0.046 -2.351  -0.196
H: -3.646 -0.039 -1.104  -0.525
C: 3.306 -0.420 4.974  0.509
C: 4.825 0.002 5.115  -0.231
O: 5.243 -0.571 6.388  -0.465
S: 4.461 -2.096 6.587  1.195
O: 3.788 -2.047 7.858  -0.591
O: 5.382 -3.166 6.390  -0.576
O: 3.443 -1.864 5.295  -0.193
H: 2.913 -0.193 3.983  -0.523
H: 2.835 0.243 5.699  0.344
H: 5.121 1.046 5.009  0.249
H: 5.238 -0.533 4.259  0.213
C: 0.245 4.665 1.145  0.168
C: -1.278 4.689 1.624  0.469
O: -1.908 5.655 0.872  -0.484
S: -0.969 6.307 -0.417  0.693
O: -1.007 7.770 -0.380  -0.558
O: -1.328 5.482 -1.608  -0.243
O: 0.456 5.710 0.247  -0.309
H: 0.542 3.704 0.726  -0.110
H: 0.979 4.977 1.889  0.278
H: -1.550 5.060 2.612  0.281
H: -1.729 3.710 1.456  -0.258
C: -1.893 -5.110 3.616  -0.479
C: -0.500 -5.701 3.878  -0.283
O: 0.176 -4.728 4.690  -0.348
S: -0.716 -3.302 4.845  0.887
O: -0.066 -2.014 4.529  -0.118
O: -1.492 -3.281 6.100  -0.647
O: -1.718 -3.693 3.604  -0.161
H: -2.529 -5.367 4.463  0.197
H: -2.353 -5.321 2.650  0.338
H: 0.030 -5.841 2.936  0.221
H: -0.715 -6.625 4.414  0.379
C: -8.041 0.546 -2.203  -0.149
C: -9.333 -0.223 -2.051  -0.589
O: -9.029 -1.548 -1.772  -0.337
S: -7.394 -1.844 -2.073  0.647
O: -7.374 -2.858 -3.113  -0.568
O: -6.596 -2.174 -0.854  -0.515
O: -7.125 -0.369 -2.673  -0.150
H: -7.777 0.751 -1.166  0.226
H: -8.088 1.518 -2.694  0.433
H: -10.001 -0.303 -2.908  0.276
H: -9.998 0.153 -1.274  0.311
C: 3.366 -3.488 2.364  -0.172
C: 2.092 -3.348 1.481  1.069
O: 2.551 -3.288 0.133  -0.109
S: 4.196 -3.021 0.037  0.913
O: 4.549 -1.578 0.243  -0.348
O: 4.931 -3.731 -1.031  -0.560
O: 4.348 -3.798 1.490  -0.606
H: 3.452 -4.278 3.109  0.305
H: 3.761 -2.617 2.886  0.056
H: 1.725 -2.349 1.717  -0.587
H: 1.378 -4.164 1.588  -0.162
C: 7.413 2.062 0.953  -0.222
C: 6.832 1.128 2.008  0.733
O: 7.362 1.616 3.231  -0.225
S: 8.757 2.509 3.046  1.050
O: 9.883 1.614 2.827  -0.578
O: 8.895 3.587 4.037  -0.534
O: 8.133 3.147 1.642  -0.462
H: 6.754 2.347 0.133  0.079
H: 8.241 1.501 0.521  0.444
H: 7.233 0.125 1.861  0.158
H: 5.755 1.242 1.892  -0.285
C: -1.914 4.315 -4.502  0.066
C: -0.699 3.633 -3.890  0.198
O: -0.090 2.898 -4.960  -0.242
S: -1.108 2.755 -6.264  1.006
O: -2.121 1.728 -6.188  -0.515
O: -0.426 2.881 -7.532  -0.552
O: -1.817 4.201 -5.881  -0.472
H: -1.966 5.392 -4.344  0.274
H: -2.843 3.895 -4.117  0.091
H: -1.095 2.884 -3.203  -0.301
H: 0.015 4.207 -3.298  0.476
C: 4.200 5.611 2.479  -0.265
C: 5.686 5.695 2.555  0.525
O: 6.057 5.436 3.892  -0.368
S: 4.791 4.768 4.744  0.901
O: 4.820 5.247 6.124  -0.599
O: 4.564 3.330 4.425  -0.254
O: 3.803 5.690 3.804  -0.443
H: 3.763 4.679 2.120  0.109
H: 3.828 6.549 2.068  0.394
H: 6.013 6.693 2.262  0.059
H: 6.201 4.924 1.982  -0.152
C: -4.734 -3.002 5.539  -0.080
C: -6.185 -2.784 5.862  -0.495
O: -6.886 -2.668 4.674  -0.407
S: -5.948 -1.728 3.628  0.967
O: -6.094 -0.310 3.975  -0.607
O: -6.114 -1.998 2.211  -0.353
O: -4.580 -2.372 4.268  -0.001
H: -4.480 -4.058 5.448  0.089
H: -4.035 -2.488 6.198  0.281
H: -6.312 -1.866 6.436  0.316
H: -6.654 -3.505 6.532  0.367
C: 0.025 -3.640 -3.300  0.212
C: 1.493 -4.091 -3.192  0.143
O: 1.584 -5.302 -2.353  -0.306
S: 0.174 -5.929 -1.972  0.854
O: 0.031 -6.094 -0.514  -0.478
O: -0.045 -7.040 -2.884  -0.570
O: -0.670 -4.586 -2.414  0.072
H: -0.361 -3.563 -4.316  0.347
H: 0.020 -2.625 -2.904  -0.162
H: 2.136 -3.290 -2.826  -0.086
H: 1.865 -4.489 -4.136  0.297
C: 6.966 6.836 -0.891  -0.220
C: 6.306 7.444 -2.128  -0.475
O: 6.218 6.244 -2.931  -0.386
S: 5.495 5.050 -2.093  0.902
O: 5.783 3.693 -2.535  -0.431
O: 4.068 5.337 -1.896  -0.462
O: 6.353 5.581 -0.780  -0.104
H: 6.802 7.432 0.007  0.246
H: 8.043 6.680 -0.959  0.290
H: 6.944 8.178 -2.620  0.298
H: 5.266 7.736 -1.982  0.282
C: -2.437 0.550 4.906  0.415
C: -2.675 1.683 3.851  -0.316
O: -1.425 2.060 3.492  -0.275
S: -0.479 2.180 4.884  1.014
O: -0.751 3.470 5.503  -0.630
O: 0.850 1.687 4.534  0.008
O: -1.344 1.017 5.722  -0.418
H: -2.085 -0.340 4.383  -0.397
H: -3.229 0.282 5.605  0.185
H: -3.222 2.479 4.356  0.252
H: -3.271 1.566 2.946  0.285
C: 5.446 0.586 -3.568  0.194
C: 4.931 -0.220 -2.311  0.044
O: 5.679 -1.366 -2.508  -0.181
S: 7.266 -0.978 -2.505  1.061
O: 8.100 -2.015 -3.204  -0.609
O: 7.868 -0.491 -1.238  -0.482
O: 6.919 0.367 -3.431  -0.404
H: 5.292 1.661 -3.481  0.197
H: 5.017 0.111 -4.451  0.185
H: 3.863 -0.383 -2.455  0.208
H: 5.128 0.221 -1.333  -0.155
C: -6.012 -6.387 -3.359  -0.365
C: -6.404 -7.564 -2.438  -0.362
O: -5.204 -7.858 -1.782  -0.391
S: -4.013 -6.720 -1.895  1.094
O: -3.079 -7.182 -2.911  -0.569
O: -3.537 -6.244 -0.637  -0.414
O: -5.061 -5.661 -2.646  -0.177
H: -6.899 -5.758 -3.449  0.225
H: -5.688 -6.570 -4.383  0.300
H: -6.756 -8.461 -2.949  0.314
H: -7.096 -7.105 -1.732  0.278
C: 1.378 -2.580 -7.935  -0.176
C: 2.854 -2.603 -7.992  -0.330
O: 3.309 -1.888 -6.843  -0.326
S: 2.138 -0.919 -6.156  0.838
O: 2.463 0.507 -6.177  -0.536
O: 1.612 -1.403 -4.933  -0.098
O: 1.172 -1.264 -7.480  -0.353
H: 1.106 -3.233 -7.105  0.091
H: 0.754 -2.603 -8.828  0.298
H: 3.278 -2.137 -8.881  0.287
H: 3.282 -3.602 -7.906  0.305